{"formula": "C3H11NO", "method": "ωB97M-V/def2-TZVPD", "homo_ha": [-0.4996, -0.4996], "homo_lumo_gap_ev": [9.88, 4.49], "s2": 0.754, "multiplicity": 2, "total_charge": 1, "symbols": ["C", "O", "H", "H", "H", "C", "C", "N", "H", "H", "H", "H", "H", "H", "H", "H"], "positions_angstrom": [[1.71967, -0.81557, 1.48998], [1.83704, -2.12431, 1.96782], [1.40030, -0.00636, 2.15030], [1.09267, -0.69197, 0.59550], [2.69707, -0.43405, 1.18559], [-1.22152, 2.19909, -1.60046], [-1.42954, 1.00997, -0.62225], [-1.19686, -0.17904, -1.38678], [-1.66220, 1.90449, -2.53891], [-0.16988, 2.28100, -1.85396], [-1.75616, 3.08006, -1.28882], [-2.39645, 0.99950, -0.16076], [-0.71234, 0.94311, 0.21689], [2.15406, -2.04090, 2.87984], [-0.21988, -0.46656, -1.54368], [-1.66011, -1.02042, -1.00563]]}

{"formula": "C3H11NO2", "method": "ωB97M-V/def2-TZVPD", "homo_ha": -0.3210, "homo_lumo_gap_ev": 8.04, "total_charge": 0, "symbols": ["C", "C", "C", "N", "H", "H", "H", "H", "H", "H", "H", "H", "H", "O", "H", "H", "O"], "positions_angstrom": [[0.43293, -0.25223, 1.53845], [-0.89886, 0.09709, 0.82492], [-1.88437, 0.43097, -0.91311], [-0.63036, 0.24726, -0.67605], [0.36968, -0.96826, 2.35780], [0.82337, 0.64475, 2.02313], [1.20151, -0.60469, 0.86472], [-1.52196, -0.78685, 1.03217], [-1.28571, 0.94021, 1.38439], [-2.55291, -0.44213, -1.02940], [-2.33443, 1.42043, -1.11616], [0.58363, -1.37289, -1.09157], [1.16518, -2.52630, -1.93156], [1.30722, -2.01501, -1.12898], [1.04723, 1.37093, -0.62875], [2.26036, 2.10158, -1.17249], [1.91749, 1.71515, -0.33751]]}

Max |F|
In order: 3.442, 3.457
Unit: eV/Å